1.
Molecular formula: C26H26BIN12Ru
Method: DFT, ωB97M-V/def2-TZVPD

XYZ file:
```
67
Properties=species:S:1:pos:R:3:mulliken_charge:R:1
Ru -0.04537 0.56082 0.16337 -0.1452
C -0.00588 -0.86607 4.21619 -1.2727
C 0.25459 -1.04800 2.86242 -0.8590
N -0.13238 0.02401 2.17550 0.9916
N -0.63469 0.90926 3.05745 -0.0465
C -0.57211 0.39172 4.29271 -0.1441
B -1.19172 2.27213 2.59559 -0.2675
N -2.34890 2.02212 1.61606 0.0267
C -3.63729 2.38334 1.65081 -0.0731
C -4.24561 1.93719 0.49373 -1.4031
C -3.22550 1.30158 -0.20929 -0.4198
N -2.08441 1.35479 0.47454 0.6874
N -0.09771 3.03160 1.82588 -0.0828
C 0.46974 4.19525 2.16342 -0.2011
C 1.42944 4.50821 1.22123 -1.2826
C 1.38289 3.45299 0.31923 -0.4044
N 0.44557 2.57174 0.66928 0.7589
H 0.19400 -1.54683 5.02304 0.4781
H 0.70804 -1.88169 2.35224 0.5900
H -0.93990 0.95944 5.13003 0.4687
H -1.55656 2.90488 3.53955 -0.1009
H -4.02124 2.93757 2.49010 0.4697
H -5.27223 2.05887 0.19985 0.4649
H -3.28862 0.78018 -1.14857 0.4775
H 0.14005 4.71621 3.04585 0.4807
H 2.07424 5.36731 1.19752 0.4343
H 1.99486 3.27712 -0.54569 0.5558
I 2.86567 0.79621 1.69493 0.1924
C 3.66401 -0.45065 0.26081 0.5409
C 4.96496 -0.83703 0.42028 -0.6764
C 5.59242 -1.63149 -0.55254 -0.7078
C 4.88899 -1.99081 -1.65907 -0.9240
C 3.53876 -1.59821 -1.83846 1.0350
C 2.89158 -1.99804 -3.02573 -1.0197
C 1.59512 -1.64099 -3.21868 -1.1229
C 0.92827 -0.90189 -2.22934 0.8397
C 1.46430 -0.45169 -1.03647 -0.1000
C 2.85607 -0.81241 -0.85330 0.2258
H 5.51804 -0.52007 1.29370 0.4353
H 6.62240 -1.93284 -0.42106 0.4035
H 5.35187 -2.58650 -2.43549 0.3839
H 3.43864 -2.57853 -3.75671 0.3975
H 1.05726 -1.93517 -4.11084 0.4972
H -0.12865 -0.76599 -2.41961 0.3638
C -3.41916 -5.08944 0.22934 -1.4707
C -2.57187 -3.85739 0.20436 1.0696
C -1.29882 -3.84029 -0.34456 -1.0016
C -0.55493 -2.67545 -0.35868 -0.5825
N -0.98290 -1.50303 0.13430 0.7031
C -2.18961 -1.54782 0.73670 -0.4105
C -2.99615 -2.66351 0.77796 -1.1828
H -3.01019 -5.86787 -0.41112 0.3723
H -4.43523 -4.86757 -0.09660 0.3754
H -3.48286 -5.48450 1.24448 0.3134
H -0.86203 -4.73643 -0.76401 0.4187
H 0.44628 -2.70335 -0.75076 0.4195
H -2.51276 -0.65189 1.23741 0.5343
H -3.95509 -2.59021 1.27375 0.4840
N 0.94273 3.39979 -4.29790 -0.6739
N 0.20102 2.57518 -3.46631 1.1133
N -0.84584 1.90710 -3.89437 -1.0487
C -1.15402 1.20942 -2.81786 -0.3873
N -0.33254 1.47449 -1.79493 0.3437
N 0.54780 2.34747 -2.24714 -0.5410
H 0.31652 3.69470 -5.04154 0.3281
H 1.22786 4.20632 -3.74981 0.2796
H -1.98124 0.52459 -2.78716 0.5984
```

Output
Expectation value of S²: 0.75
Highest occupied orbital energy (alpha / beta) (eV): -10.09 / -10.06
Total charge: +1
E_tot (Eh): -2080.70538
Energy above the lowest of the compared OMol25 structures with the same formula, charge and spin (kcal per mole): 0.0
Spin multiplicity: 2
Frontier orbital gap (alpha / beta) (eV): 8.0278 / 6.4731

***

2.
Molecular formula: C26H26BrN8O8P2S2W
Method: DFT, ωB97M-V/def2-TZVPD

XYZ file:
```
74
Properties=species:S:1:pos:R:3:mulliken_charge:R:1
W 1.02748 -0.04612 0.30124 1.0649
C 3.36098 -3.79530 1.03502 -1.6152
C 2.64068 -2.62217 0.44244 0.1393
N 2.58200 -1.38360 0.99126 0.8039
N 3.34492 -1.20139 2.13078 -0.6690
C 2.99301 -0.31077 3.03211 0.6670
N 3.76568 -0.11944 4.11793 -0.4661
S 1.62168 0.62764 2.74429 -0.4624
C 1.93170 -2.75460 -0.75993 1.0430
C 1.96755 -3.92781 -1.54290 -1.0671
C 1.26578 -3.98583 -2.71238 -0.6423
C 0.52709 -2.86381 -3.11681 -1.3419
C 0.51840 -1.74522 -2.32469 -0.4943
N 1.20132 -1.66635 -1.15864 0.4393
H 3.76360 -3.61373 2.02843 0.4906
H 4.17885 -4.12087 0.38883 0.3246
H 2.67044 -4.63355 1.13981 0.4761
H 4.19986 -1.74246 2.20880 0.3448
H 4.44975 -0.80170 4.40163 0.2105
H 3.44825 0.52948 4.81793 0.2416
H 2.56448 -4.76450 -1.21668 0.4925
H 1.28849 -4.87987 -3.31953 0.4568
H -0.04513 -2.85992 -4.03152 0.5284
H -0.05325 -0.88104 -2.62077 0.7548
C 2.14766 1.77916 -3.75890 -1.6758
C 1.56826 2.41409 -2.49861 1.3058
O 1.69843 3.83075 -2.48285 -0.6776
P 2.49733 1.89445 -1.02733 0.2761
O 2.82140 0.41579 -1.05218 -0.5468
O 3.81864 2.74131 -1.01673 -0.6363
O 1.67472 2.02190 0.26922 -0.6763
P -0.17851 1.84816 -2.23893 0.8073
O -0.80701 3.04361 -1.38646 -0.4859
O -0.94162 1.55231 -3.45355 -0.7723
O -0.01910 0.66190 -1.23762 -0.1104
H 3.15180 2.16395 -3.93709 0.4180
H 1.50757 2.01265 -4.60946 0.4069
H 2.19855 0.69429 -3.66563 0.3229
H 1.19798 4.21434 -3.21573 0.4083
H 4.67802 -0.18923 -0.63195 0.1290
H 3.69660 3.69271 -1.12787 0.4034
H -1.59982 3.39342 -1.81813 0.2669
Br -4.47974 2.68181 -3.03669 -0.1314
C -4.95524 1.95828 -1.35835 0.0208
C -5.56109 2.76241 -0.41042 -0.5755
C -5.84188 2.23072 0.84140 -0.1647
C -5.47934 0.93118 1.15025 -0.0402
C -4.93941 0.11162 0.16367 -0.2150
C -4.68048 0.62170 -1.09516 -0.3357
N -5.79065 0.51122 2.51473 -0.4244
N -5.07856 -0.28587 3.14828 -0.5020
C -3.70729 -0.53226 2.73584 -0.1751
C -3.26662 -1.82095 2.80317 -0.5004
C -2.01543 -2.22072 2.26201 -0.8276
C -1.22396 -1.26521 1.68877 0.4539
O -0.06282 -1.47742 1.07338 -0.2369
C -1.60665 0.09390 1.76787 -0.1541
N -0.67966 0.97247 1.28176 0.3206
C -0.87199 2.26735 1.43908 -0.1972
C -2.02994 2.76010 2.07354 -1.2989
C -2.99052 1.89558 2.50484 -0.5628
C -2.81062 0.49564 2.32974 1.0525
H -5.80911 3.78860 -0.64172 0.4474
H -6.30863 2.83844 1.60543 0.4887
H -4.72874 -0.92845 0.36534 0.5044
H -4.25453 -0.00634 -1.86539 0.4605
H -3.93953 -2.56103 3.21624 0.4492
H -1.70589 -3.25530 2.27051 0.5080
H -0.09485 2.92642 1.08246 0.6860
H -2.13573 3.82653 2.20735 0.4956
H -3.86868 2.27356 3.00671 0.6587
S 5.82835 -0.81323 -0.28004 -0.2243
C 5.48724 -2.21328 -1.18313 0.6016
N 5.27744 -3.19013 -1.74835 -0.4650
```

Output
Expectation value of S²: 2.02
Highest occupied orbital energy (alpha / beta) (eV): -9.03 / -10.41
Total charge: +1
E_tot (Eh): -6166.60721
Energy above the lowest of the compared OMol25 structures with the same formula, charge and spin (kcal per mole): 21.6
Spin multiplicity: 3
Frontier orbital gap (alpha / beta) (eV): 5.5920 / 6.8694

***

3.
Molecular formula: C26H26BrNO7
Method: DFT, ωB97M-V/def2-TZVPD

XYZ file:
```
61
Properties=species:S:1:pos:R:3:mulliken_charge:R:1
C -1.63760 2.87276 -0.11964 -0.5468
O -0.43097 2.63286 0.60229 -0.2060
C -0.47896 2.88445 1.91716 0.5845
O -1.46846 3.23145 2.49742 -0.5828
C 0.88795 2.72020 2.55609 -0.4199
C 0.76530 2.23654 4.00515 -0.8424
C 0.52247 0.74290 3.99417 0.7220
O 1.38155 -0.07497 3.76759 -0.6215
O -0.74890 0.45495 4.19079 -0.3486
C -1.14932 -0.93762 4.22726 1.7714
C -1.18688 -1.42245 5.66603 -1.8457
C -0.23970 -1.78936 3.35154 -0.3201
O 0.29575 -2.80371 3.72718 -0.6332
C -0.24367 -1.34004 1.94034 -0.3135
C 0.83934 -1.53760 1.14924 -0.3674
N 0.89042 -1.13995 -0.14526 0.2954
C 2.05584 -1.51707 -0.92643 -1.4895
C 1.99122 -2.98025 -1.31267 0.2011
C 1.24716 -3.38682 -2.54970 -0.3701
C 2.74262 -3.45257 -2.52052 -0.7292
C -0.23275 -0.58635 -0.70802 0.5041
C -0.19739 -0.09553 -2.09775 -0.6654
C 0.65702 0.93815 -2.46537 -0.5155
C 0.65572 1.43979 -3.75487 -0.6384
C -0.20836 0.90737 -4.70820 0.7505
O -0.28848 1.31127 -5.99838 -0.4645
C 0.54371 2.35930 -6.43735 -0.8358
C -1.07891 -0.12144 -4.33567 -0.9438
C -1.07940 -0.60793 -3.04802 0.0135
C -1.37384 -0.43609 0.01721 -0.6667
C -1.44357 -0.75740 1.40323 0.5995
C -2.55350 -0.59280 2.19877 0.0081
Br -4.21774 -0.05984 1.44250 -0.2046
C -2.58154 -0.86502 3.59855 0.0636
O -3.56906 -0.94763 4.29375 -0.6726
H -1.82288 3.94655 -0.18343 0.3658
H -1.48934 2.45236 -1.11089 0.0927
H -2.48330 2.40183 0.38331 0.2418
H 1.49501 2.03810 1.95978 0.2542
H 1.36138 3.70522 2.54013 0.3468
H -0.07123 2.74239 4.48670 0.3164
H 1.69285 2.42955 4.54343 0.4469
H -1.89861 -0.82791 6.23240 0.4086
H -0.19591 -1.34095 6.10683 0.4542
H -1.49625 -2.46393 5.68055 0.3567
H 1.72396 -1.99708 1.56279 0.5929
H 2.94770 -1.32758 -0.32085 0.4312
H 2.10317 -0.90393 -1.82623 0.3671
H 1.94289 -3.65100 -0.46358 0.4374
H 0.69031 -4.31040 -2.52990 0.2567
H 0.78463 -2.61410 -3.14509 0.1703
H 3.21888 -4.41933 -2.48037 0.2832
H 3.29440 -2.72138 -3.09143 0.2569
H 1.31198 1.37931 -1.72744 0.6343
H 1.32620 2.24763 -4.00080 0.4306
H 1.60245 2.09648 -6.34710 0.3317
H 0.34814 3.28457 -5.88659 0.3379
H 0.29901 2.50789 -7.48750 0.2480
H -1.75011 -0.51711 -5.08056 0.4472
H -1.75865 -1.39892 -2.76922 0.5593
H -2.24372 -0.01779 -0.46335 0.6612
```

Output
Highest occupied orbital energy (eV): -7.45
Total charge: 0
E_tot (Eh): -4161.80295
SMILES: COC(=O)CCC(=O)O[C@]1(C)C(=O)C2=CN(CC3CC3)C(c3ccc(OC)cc3)=CC2=C(Br)C1=O
Energy above the lowest of the compared OMol25 structures with the same formula, charge and spin (kcal per mole): 5.8
Spin multiplicity: 1
Frontier orbital gap (eV): 7.3466

***

4.
Molecular formula: C26H26ClCrN4O7S
Method: DFT, ωB97M-V/def2-TZVPD

XYZ file:
```
66
Properties=species:S:1:pos:R:3:mulliken_charge:R:1
Cr -0.36814 -0.29112 0.41254 0.7329
O 3.21130 -2.00697 -0.85280 -0.5455
C 1.88347 -1.92442 -0.87703 0.5832
O 1.30528 -0.86282 -0.82034 0.0948
C 1.22595 -3.27082 -1.05517 -0.8437
O -0.15622 -3.19228 -0.92974 -0.4639
C -0.71147 -3.44172 0.36580 0.7611
C 0.34948 -3.09046 1.47318 0.0796
O 0.92155 -4.01571 2.04630 -0.7669
O 0.56467 -1.84709 1.60134 -0.3699
H 3.55413 -1.13496 -0.60609 0.4018
H 1.46164 -3.58853 -2.07641 0.5063
H 1.69155 -3.98011 -0.36520 0.4422
H -2.41324 -2.58568 -0.31692 0.2593
H -0.58339 -5.36983 1.18894 0.4180
O -3.67297 0.17844 1.34831 -0.5785
C -2.76410 0.60761 2.05392 -0.1941
O -1.50618 0.44999 1.90708 -0.4757
H -3.02110 1.20245 2.95911 0.3840
Cl -0.12858 -0.39210 -3.72688 -0.2493
C 0.05027 1.26941 -3.18483 0.8790
C 0.83029 2.10601 -3.96614 -0.6785
C 0.97612 3.44408 -3.62892 -0.5598
C 0.30475 3.91608 -2.49968 -0.6869
C -0.45807 3.06312 -1.73006 -0.4235
C -0.62063 1.68781 -2.02307 0.3691
C -1.40705 0.83264 -1.15071 -2.0991
H 1.30475 1.70187 -4.85190 0.4137
H 1.56575 4.10483 -4.25226 0.3634
H 0.36845 4.96434 -2.22562 0.4823
H -0.96921 3.44391 -0.85257 0.3345
H -1.93691 0.04517 -1.69214 0.6164
H -2.12355 1.42740 -0.58400 0.5398
N -3.01563 -3.84203 1.84050 0.2393
C -2.52238 -2.63741 1.66437 -0.9539
N -1.78645 -2.44854 0.48648 0.0521
C -1.26804 -4.88733 0.47278 0.4115
C -1.29466 -5.70071 -0.79575 -0.7919
C -2.15672 -6.72036 -0.94262 -0.3565
C -3.21040 -6.99001 0.01099 -0.7360
C -3.48154 -6.03589 0.94518 -0.6804
C -2.66093 -4.90193 1.06233 -0.0320
H -3.69923 -3.98214 2.57635 0.3756
H -2.65729 -1.86234 2.39499 0.4088
H -0.54983 -5.50466 -1.55557 0.1850
H -2.08785 -7.34295 -1.82831 0.3938
H -3.84673 -7.85614 -0.10399 0.3317
H -4.37166 -6.10643 1.56696 0.3516
N 2.44851 1.82317 -0.95145 -0.1266
C 2.20324 2.40409 0.24201 0.4308
S 1.67500 1.48960 1.52584 -0.4317
N 2.39305 3.75618 0.19827 -0.0656
C 2.25699 4.77925 1.15590 0.7416
C 2.71040 6.03898 0.75543 -0.3882
C 2.60294 7.13085 1.59668 -0.5367
C 2.04477 6.98488 2.85945 -0.4683
C 1.59224 5.73606 3.25252 -0.6771
C 1.68575 4.63051 2.41614 -0.5044
H 2.18676 0.85398 -1.04714 -0.0323
H 2.99385 2.26396 -1.66998 0.2571
H 2.56479 4.11014 -0.73032 0.1764
H 3.15058 6.15757 -0.22887 0.3284
H 2.95903 8.09726 1.26264 0.3535
H 1.95894 7.83498 3.52357 0.3656
H 1.14234 5.60632 4.22882 0.3666
H 1.31154 3.67056 2.72775 0.2858
```

Output
Expectation value of S²: 6.02
Highest occupied orbital energy (alpha / beta) (eV): -3.65 / -3.65
Total charge: -1
E_tot (Eh): -3655.02816
Energy above the lowest of the compared OMol25 structures with the same formula, charge and spin (kcal per mole): 93.5
Spin multiplicity: 5
Frontier orbital gap (alpha / beta) (eV): 5.9135 / 5.9113